*i*
A 2-piece molecular cluster, C3H7N overall, computed with the ωB97M-V functional and the def2-TZVPD basis.

<S²>   0.7536
Total charge   -1
LUMO level (spin up / spin down)   2.93 / 2.93 eV
2S+1   2
Frontier orbital gap (spin up / spin down)   1.69 / 5.76 eV

```
11
Properties=species:S:1:pos:R:3:nbo_charge:R:1
C -0.932 -0.323 -4.551 -0.38
C -0.540 0.928 -4.638 -0.38
H -0.269 -1.148 -4.792 0.19
H -1.900 -0.633 -4.207 0.19
H 0.466 1.195 -4.986 0.19
H -1.099 1.817 -4.351 0.19
C 1.342 -0.370 4.661 -0.52
N 0.001 -0.122 4.619 -0.94
H 2.047 0.457 4.822 0.10
H 1.814 -1.283 4.265 0.09
H -0.477 -0.921 4.222 0.27
```

=====

*ii*
An isolated ion of composition C3H7N and charge -1, computed with the ωB97M-V functional and the def2-TZVPD basis.

<S²>   0.7506
Total charge   -1
LUMO level (spin up / spin down)   4.47 / 4.32 eV
2S+1   2
Frontier orbital gap (spin up / spin down)   3.11 / 8.08 eV

```
11
Properties=species:S:1:pos:R:3:nbo_charge:R:1
C 1.331 -1.253 0.572 -0.70
C 0.261 -0.680 -0.071 0.01
N -0.084 0.611 0.074 -0.64
C -1.260 1.148 -0.518 -1.07
H 2.359 -0.790 0.582 0.20
H 1.185 -2.340 0.802 0.19
H -0.464 -1.307 -0.576 0.17
H 0.335 0.916 1.030 0.38
H -1.004 2.106 -1.204 0.13
H -2.116 1.330 0.255 0.14
H -1.696 0.524 -1.306 0.19
```

=====

The energy of each structure relative to the most stable one, in eV, is as follows: *i* 0.000; *ii* 0.166.

=====

*i*
One molecule with the formula C5H7N3S, computed with the ωB97M-V functional and the def2-TZVPD basis.

LUMO level (spin up / spin down)   -1.09 / -0.96 eV
Frontier orbital gap (spin up / spin down)   6.56 / 6.72 eV

```
16
Properties=species:S:1:pos:R:3:nbo_charge:R:1
C -0.711 0.291 -1.468 -0.49
C -2.031 0.553 -1.202 0.09
C -0.184 -0.190 -0.279 0.39
C -1.282 -0.773 1.834 -0.05
C 2.197 -0.456 -0.128 -0.32
N -2.382 0.241 0.057 -0.37
N -1.375 -0.305 0.615 -0.11
N 0.918 -0.638 0.248 -0.51
S 2.860 1.197 0.326 -0.07
H -0.116 0.719 -2.298 0.24
H -2.680 1.177 -1.718 0.21
H -0.239 -1.188 2.119 0.24
H -2.119 -0.848 2.589 0.22
H 2.751 -1.093 0.590 0.21
H 2.587 -0.561 -1.093 0.19
H 1.805 1.874 -0.194 0.11
```

=====

*ii*
A 2-piece molecular cluster, C5H7N3S overall, computed with the ωB97M-V functional and the def2-TZVPD basis.

LUMO level   0.55 eV
Structure (SMILES)   N#Cn1cccn1.CS
Frontier orbital gap   9.68 eV

```
16
Properties=species:S:1:pos:R:3:nbo_charge:R:1
C -2.240 1.160 -0.660 -0.32
C -3.271 0.319 -0.076 -0.03
C -1.077 0.451 -0.572 -0.03
C -0.589 -1.743 0.369 0.41
C 3.213 0.377 0.773 -0.69
N -2.773 -0.845 0.250 -0.21
N 0.079 -2.647 0.587 -0.28
N -1.439 -0.767 0.011 -0.26
S 3.084 -0.898 -0.580 -0.07
H -2.309 2.310 -0.926 0.25
H -4.308 0.511 -0.273 0.22
H -0.004 0.609 -0.650 0.23
H 2.577 1.209 0.346 0.22
H 4.249 0.682 0.921 0.23
H 2.894 0.039 1.663 0.20
H 1.915 -0.768 -1.183 0.11
```

=====

The energy of each structure relative to the most stable one, in eV, is as follows: *i* 1.186; *ii* 0.000.